[1]
Density functional theory data (wB97M-V/def2-TZVPD) for a structure of composition C40H47N3O5SV in a non-equilibrium geometry.

Atoms and positions in Å:
V -1.3176 -0.7057 0.4017
C 0.0757 3.4251 -3.8072
C 1.0501 2.5501 -3.0421
C 2.4792 2.7733 -3.4567
O 0.9417 2.7353 -1.6295
C -0.1074 1.9240 -1.2007
C 0.0761 0.6342 -2.0928
O 0.6761 1.1563 -3.2305
C 0.8703 -0.6451 -1.7053
O 0.1338 -0.9275 -0.3127
C 2.3338 -0.4494 -1.4126
C 2.8529 -0.3220 -0.1297
C 4.2208 -0.1756 0.0591
C 5.0758 -0.1482 -1.0311
C 4.5594 -0.2692 -2.3143
C 3.1976 -0.4268 -2.5068
C 0.5577 -1.8711 -2.5130
C 1.4180 -2.9677 -2.4158
C 1.1510 -4.1408 -3.1028
C 0.0204 -4.2363 -3.9030
C -0.8414 -3.1524 -4.0105
C -0.5821 -1.9805 -3.3177
C -0.3286 2.0634 0.3372
O -1.2991 0.9570 0.6959
C -1.1240 3.3363 0.6383
C -1.7552 3.4419 1.8779
C -2.4802 4.5759 2.2036
C -2.5655 5.6303 1.3033
C -1.9240 5.5398 0.0793
C -1.2092 4.3963 -0.2592
C 0.8562 1.9412 1.2847
C 2.0401 2.6264 1.0311
C 3.0773 2.5841 1.9507
C 2.9502 1.8687 3.1357
C 1.7619 1.2148 3.4094
C 0.7141 1.2580 2.4935
H 0.3166 4.4747 -3.6440
H -0.9601 3.2426 -3.5168
H 0.1681 3.2101 -4.8707
H 2.7103 3.8370 -3.4231
H 2.6142 2.4222 -4.4791
H 3.1550 2.2377 -2.7949
H -1.0555 2.3144 -1.6021
H -0.9397 0.2950 -2.3351
H 2.1972 -0.3202 0.7268
H 4.6156 -0.0782 1.0620
H 6.1419 -0.0388 -0.8843
H 5.2211 -0.2511 -3.1700
H 2.8024 -0.5351 -3.5083
H 2.3080 -2.9043 -1.8045
H 1.8350 -4.9749 -3.0252
H -0.1809 -5.1434 -4.4568
H -1.7019 -3.2133 -4.6636
H -1.2444 -1.1419 -3.4814
H -1.6755 2.6409 2.6013
H -2.9650 4.6445 3.1682
H -3.1184 6.5227 1.5630
H -1.9661 6.3655 -0.6182
H -0.6879 4.3710 -1.2047
H 2.1551 3.1981 0.1241
H 3.9900 3.1252 1.7390
H 3.7589 1.8514 3.8542
H 1.6274 0.7034 4.3554
H -0.2329 0.8044 2.7559
C -4.9171 -1.1131 -2.1637
S -3.5404 -0.0796 -1.7278
C -4.3570 1.2408 -0.8590
O -2.8540 -0.9377 -0.5751
H -5.4703 -1.3739 -1.2628
H -4.5305 -1.9938 -2.6731
H -5.5348 -0.5319 -2.8511
H -4.8995 1.8103 -1.6170
H -3.6011 1.8799 -0.3988
H -5.0411 0.8262 -0.1197
C 1.5993 -3.6133 4.0900
C 2.0446 -2.6804 2.9790
N 0.8640 -1.9790 2.4576
C -0.3591 -2.4780 2.4898
N -1.3929 -1.7395 1.9024
C -2.7961 -1.8626 2.4444
C -2.8807 -2.9642 3.4937
C -2.0080 -4.1285 3.0656
N -0.6186 -3.6550 3.0176
C 0.4598 -4.4845 3.5958
H 1.2760 -3.0325 4.9560
H 2.4270 -4.2454 4.4058
H 2.5318 -3.2209 2.1662
H 2.7355 -1.9239 3.3463
H 0.9677 -1.0052 2.1970
H -3.4597 -2.1024 1.6138
H -3.0947 -0.9034 2.8702
H -3.9205 -3.2701 3.5975
H -2.5427 -2.5996 4.4646
H -2.3106 -4.5236 2.0925
H -2.0527 -4.9418 3.7847
H 0.8039 -5.1851 2.8323
H 0.0280 -5.0614 4.4106

The largest force on an atom is 1.3 eV/A. Its multiplicity is 1. The value obtained for the energy is -3434.1947 hartree. For the molar mass, the calculation gives 732.84 g mol⁻¹. As for the orbital gap: 5.59 eV. Its HOMO energy is -15.96 eV. As for the LUMO energy: -10.368 eV. For the energy above the lowest of the compared OMol25 structures with the same formula, charge and spin, the calculation gives 24.2 kcal/mol. Its charge is +3.

[2]
Density functional theory data (wB97M-V/def2-TZVPD) for a structure of composition C42H41Cl5N4OPdTe in a non-equilibrium geometry.

Atoms and positions in Å:
Pd 2.4428 -0.0160 -0.1397
C 6.8445 0.1504 -0.7194
C 7.3400 0.4946 0.5195
C 6.4621 0.5190 1.5872
C 5.1200 0.2126 1.4083
N 4.6294 -0.0762 0.1884
C 5.4920 -0.1131 -0.8301
C 4.1879 0.2059 2.5890
C 4.6768 0.2643 3.8910
C 3.7940 0.3070 4.9555
C 2.4381 0.3050 4.6875
C 2.0414 0.2158 3.3639
N 2.8853 0.1496 2.3397
H 7.4796 0.0799 -1.5908
H 8.3871 0.7307 0.6537
H 6.8166 0.7926 2.5678
H 5.0911 -0.3857 -1.7889
H 5.7397 0.2628 4.0758
H 4.1577 0.3376 5.9739
H 1.7027 0.3720 5.4771
H 0.9859 0.1894 3.1256
Cl 0.6379 2.4595 1.7008
C 1.6773 2.9506 0.4057
C 2.3300 1.9960 -0.3650
C 2.9142 2.4892 -1.5357
Cl 3.4200 1.3141 -2.7053
C 2.9957 3.8362 -1.8623
Cl 3.7552 4.3449 -3.3159
C 2.4280 4.7664 -0.9983
Cl 2.5182 6.4447 -1.3549
C 1.7338 4.3190 0.1180
Cl 0.9270 5.4537 1.1283
C 0.7113 -1.3955 -2.6955
C 0.0275 -1.0058 -1.4031
O -1.0426 -1.6334 -1.1211
N 0.4337 0.0011 -0.6844
Te -1.6650 0.2196 0.3289
C -3.5629 -0.2171 1.3251
C -3.7940 -1.4366 1.9476
C -2.7930 -2.5586 1.9578
C -5.0226 -1.6370 2.5748
C -5.9918 -0.6470 2.5974
C -7.3054 -0.8569 3.3007
C -5.7138 0.5645 1.9695
C -4.5058 0.8157 1.3329
C -4.2761 2.1713 0.7024
C -2.6073 0.6630 -1.5041
C -3.5333 -0.2170 -2.0832
C -4.0236 -1.5007 -1.4606
C -4.0233 0.1064 -3.3456
C -3.6240 1.2434 -4.0318
C -4.1567 1.5490 -5.4047
C -2.7067 2.0919 -3.4246
C -2.1826 1.8247 -2.1697
C -1.1570 2.7732 -1.5935
H 0.9891 -2.4489 -2.6689
H 1.5781 -0.7706 -2.8787
H -0.0171 -1.2616 -3.4965
H -1.9059 -2.3114 1.3707
H -3.2280 -3.4659 1.5362
H -2.4826 -2.7847 2.9797
H -5.2156 -2.5902 3.0561
H -7.3695 -1.8583 3.7221
H -8.1401 -0.7165 2.6126
H -7.4241 -0.1357 4.1105
H -6.4574 1.3546 1.9869
H -4.9776 2.8954 1.1128
H -4.4253 2.1327 -0.3766
H -3.2641 2.5363 0.8923
H -3.3660 -1.8504 -0.6750
H -4.0750 -2.2794 -2.2212
H -5.0237 -1.3679 -1.0424
H -4.7263 -0.5746 -3.8134
H -4.7786 0.7360 -5.7749
H -3.3400 1.7086 -6.1096
H -4.7585 2.4592 -5.3892
H -2.3775 2.9827 -3.9497
H -1.3023 3.7799 -1.9832
H -0.1474 2.4470 -1.8534
H -1.2130 2.8172 -0.5042
C 0.8509 -2.4331 1.8017
C 1.7225 -2.9829 0.7459
C 1.9062 -4.3921 0.4859
C 2.7580 -4.4744 -0.5613
C 3.0819 -3.1176 -0.9235
C 3.9807 -2.7321 -2.0330
N 2.4489 -2.2356 -0.1122
H 0.0013 -3.0956 1.9558
H 0.5162 -1.4337 1.5323
H 1.4001 -2.3680 2.7453
H 1.4390 -5.1895 1.0421
H 3.1357 -5.3524 -1.0610
H 4.0416 -3.5350 -2.7660
H 4.9889 -2.5659 -1.6448
H 3.6393 -1.8165 -2.5154

The largest force on an atom is 1.5 eV/A. Its multiplicity is 2. The value obtained for the energy is -4615.9019 hartree. For the molar mass, the calculation gives 1029.10 g mol⁻¹. As for the orbital gap (spin up / spin down): 6.25 / 6.06 eV. Its HOMO energy (spin up / spin down) is -10.30 / -10.29 eV. As for the LUMO energy (spin up / spin down): -4.057 / -4.229 eV. For the energy above the lowest of the compared OMol25 structures with the same formula, charge and spin, the calculation gives 86.2 kcal/mol. Its charge is +1.

[3]
Density functional theory data (wB97M-V/def2-TZVPD) for a cluster of 2 separate species, C3H4INO in total in a non-equilibrium geometry.

Atoms and positions in Å:
C -0.9245 0.9355 -0.5481
C -2.0614 0.2061 -0.5502
O -1.8768 -0.9560 0.0303
C -0.5473 -0.9319 0.3808
N 0.0282 0.1716 0.0651
H -0.7659 1.9757 -0.9681
H -3.0263 0.1686 -0.9970
H -0.3469 -1.7155 1.1266
I 5.1246 0.4421 0.1757
H 4.3963 -0.2962 1.2848

The largest force on an atom is 2.3 eV/A. Its multiplicity is 1. The value obtained for the energy is -544.3559 hartree. For the molar mass, the calculation gives 196.97 g mol⁻¹. As for the orbital gap: 10.40 eV. Its HOMO energy is -9.51 eV. As for the LUMO energy: 0.890 eV. For the energy above the lowest of the compared OMol25 structures with the same formula, charge and spin, the calculation gives 17.0 kcal/mol. Its charge is 0. As for the SMILES: c1cocn1.I.